Here is C45H118N7O19V as an isolated structure from OMol25. Energies are from ωB97M-V/def2-TZVPD.

Geometry (Å):
O -10.0639 -2.9658 24.0552
V -10.4385 -4.2690 24.9530
C -7.0182 -5.9141 26.4688
C -7.8406 -4.7328 26.2346
C -7.1331 -3.7836 25.2650
O -9.0540 -5.2574 25.5814
H -7.6945 -6.6597 26.8382
H -6.2306 -5.6696 27.1874
H -6.4672 -6.1426 25.5619
H -8.2522 -4.1848 27.1243
H -6.2960 -3.2013 25.6381
H -7.8416 -3.0899 24.8031
H -6.6816 -4.4872 24.5993
C -11.4057 -1.7637 28.7256
C -10.7117 -2.0918 27.3507
C -9.2441 -1.8036 27.4458
O -8.8402 -2.2575 28.6825
C -7.5502 -1.7880 29.0877
N -10.7946 -3.5746 26.9636
H -11.2832 -2.4928 29.5169
H -12.4197 -1.5018 28.5515
H -10.8333 -0.9015 29.1249
H -11.0464 -1.4659 26.5570
H -9.1736 -0.7076 27.4773
H -8.7078 -2.1535 26.5545
H -7.6698 -0.7146 29.2785
H -6.8050 -1.8863 28.2917
H -7.2527 -2.3811 30.0055
H -10.1103 -4.0379 27.5249
H -11.6573 -3.9432 27.3636
C -9.9474 -6.0284 29.5140
C -10.1369 -7.2700 28.6804
C -10.8022 -8.3634 29.4552
O -9.8131 -8.8077 30.3480
C -10.4159 -9.6987 31.2307
N -10.9253 -6.9989 27.4842
H -10.9571 -5.6716 29.6401
H -9.3469 -5.3617 28.8790
H -9.4431 -6.2427 30.4743
H -9.1682 -7.6421 28.3284
H -11.0540 -9.1976 28.7896
H -11.7174 -8.0314 29.9708
H -11.2543 -9.2484 31.7679
H -9.7482 -10.0521 31.9741
H -10.8324 -10.5853 30.6927
H -10.3782 -6.3403 26.9286
H -11.1183 -7.7760 26.9202
C -8.2680 -6.5130 20.2772
C -7.7686 -6.2847 21.6211
C -6.2480 -6.6149 21.7159
O -6.0516 -8.0358 21.7523
C -4.6678 -8.3897 21.8466
N -8.0598 -4.9165 22.1502
H -7.7790 -5.8120 19.6197
H -9.3379 -6.3944 20.2089
H -7.9355 -7.4877 19.8864
H -8.3115 -7.0216 22.2393
H -5.8410 -6.1632 22.6050
H -5.7045 -6.1957 20.8695
H -4.1074 -7.9156 21.0126
H -4.6507 -9.4783 21.7303
H -4.2168 -8.1365 22.8083
H -8.3902 -4.9132 23.1181
H -8.8318 -4.4758 21.6841
C -4.8893 -2.4536 20.6006
C -4.8070 -2.5239 22.1176
O -5.3811 -3.7117 22.5911
O -6.2038 -2.6186 20.1045
H -4.3233 -3.2411 20.0878
H -4.4616 -1.5007 20.2613
H -5.1686 -1.6543 22.6993
H -3.7199 -2.6999 22.3616
H -6.2514 -3.8598 22.1906
H -6.7243 -1.8073 20.1533
C -4.8644 -1.2307 25.5354
C -4.4026 0.1626 25.6156
O -5.2184 0.8963 26.5163
O -4.6757 -1.8483 26.8875
H -4.2537 -1.7782 24.8454
H -5.8822 -1.4268 25.2355
H -4.5549 0.6155 24.6374
H -3.3401 0.2088 25.8908
H -4.9056 1.8242 26.6003
H -4.9718 -1.0845 27.3833
C -7.3719 -9.2677 24.8010
C -6.3591 -10.3787 25.1433
O -6.8834 -11.6278 24.8292
O -7.8017 -9.3962 23.4564
H -6.8762 -8.3311 25.0040
H -8.2327 -9.3127 25.4699
H -6.2740 -10.4517 26.2190
H -5.3453 -10.2779 24.7999
H -7.2346 -11.5501 23.9295
H -7.1190 -8.9723 22.8734
C -3.0288 -4.2254 24.9014
O -2.2893 -5.3931 24.5666
C -2.8750 -6.5746 25.0179
C -1.9841 -7.6875 24.6464
N -0.7030 -7.5301 25.2266
C 0.3231 -8.4717 24.8147
C 1.6359 -8.0915 25.5583
O 2.1015 -6.8749 25.0759
C 3.1365 -6.3754 25.9162
H -3.9911 -4.3070 24.4109
H -2.4771 -3.3665 24.5239
H -3.1607 -4.0601 25.9735
H -3.8320 -6.6984 24.4763
H -2.9235 -6.5691 26.1333
H -1.9221 -7.8329 23.5685
H -2.4689 -8.5894 25.0056
H -0.4404 -6.5876 24.9634
H 0.3395 -8.4104 23.7115
H -0.0438 -9.4694 25.0979
H 2.4239 -8.8495 25.6154
H 1.2688 -8.0109 26.6369
H 3.6966 -5.6101 25.3556
H 3.8718 -7.1330 26.2679
H 2.7881 -5.9314 26.8546
C -0.4451 -3.5854 32.1512
O -0.8687 -4.4730 31.1386
C -1.3250 -3.7397 30.0566
C -2.1797 -4.6626 29.2217
N -3.4458 -4.8998 29.9925
C -4.0772 -6.0889 29.3617
C -5.4246 -6.2062 29.9795
O -5.2614 -6.4740 31.3509
C -6.4881 -6.8314 31.9434
H 0.5744 -3.1722 31.9654
H -0.5391 -4.1036 33.1355
H -1.1667 -2.7725 32.2540
H -0.4961 -3.3543 29.4836
H -1.9596 -2.8765 30.4103
H -1.6428 -5.5882 29.0683
H -2.4782 -4.1988 28.2845
H -3.2594 -5.1214 30.9749
H -3.5008 -6.9674 29.5312
H -4.1590 -5.9361 28.3026
H -6.0531 -7.0414 29.5908
H -5.9514 -5.2373 29.7954
H -6.3131 -6.7270 33.0220
H -6.7453 -7.8346 31.6552
H -7.2955 -6.2146 31.5426
C -13.2761 -2.6826 24.5184
O -12.6387 -3.9298 24.7039
C -13.5130 -4.9025 24.3418
C -12.7109 -5.8366 23.3866
N -11.4681 -6.1274 24.1502
C -10.5451 -6.9323 23.3102
C -10.9438 -8.3559 23.1398
O -11.8325 -8.6702 24.3098
C -12.5952 -9.8758 24.2495
H -13.6464 -2.7049 23.4936
H -12.5899 -1.8744 24.7512
H -14.0990 -2.6365 25.2357
H -14.3971 -4.4865 23.8117
H -13.9250 -5.5468 25.1206
H -12.4602 -5.3575 22.4490
H -13.2504 -6.7360 23.1582
H -11.7780 -6.8291 24.8618
H -9.5819 -6.9348 23.8430
H -10.4646 -6.4331 22.3451
H -10.1829 -9.0753 23.1299
H -11.5549 -8.5956 22.1968
H -12.5562 -10.3509 23.2959
H -13.6500 -9.7488 24.5156
H -12.1903 -10.6218 24.9565
C -11.6691 1.3663 25.5715
O -10.5905 0.4893 25.3112
C -9.8549 0.7725 24.2125
C -8.3523 0.4299 24.4902
N -7.4888 0.5277 23.3167
C -7.0159 1.8742 23.0013
C -6.3490 1.7949 21.6223
O -5.1478 1.0695 21.6660
C -4.3376 1.1602 20.4907
H -12.5107 0.7963 26.0581
H -12.0172 1.8124 24.6094
H -11.3406 2.1736 26.2446
H -9.8387 1.8147 23.9838
H -10.1877 0.2489 23.3192
H -8.2038 -0.5814 24.9126
H -8.0531 1.1418 25.2585
H -6.8288 -0.2213 23.4532
H -6.3008 2.3679 23.6748
H -7.9139 2.4888 22.8735
H -6.2319 2.7809 21.1238
H -6.9842 1.2998 20.9465
H -4.1957 2.1802 20.1049
H -4.8261 0.5919 19.7086
H -3.4074 0.7141 20.7445

Force components x, y, z for each atom (eV/Å):
O -0.3406 -2.4466 1.5107
V -1.2604 2.3423 -0.9158
C 1.2811 0.1319 1.2110
C -1.7967 1.9469 -0.5290
C -0.4332 -0.1069 0.5569
O 0.3734 0.5068 -0.5305
H 0.2619 -0.9640 0.1604
H -0.1419 -0.2261 0.2705
H -0.3336 -0.6309 -0.2002
H 0.9785 -0.6781 -0.2506
H -0.1403 -0.2759 0.7427
H 0.2336 -0.2294 -0.3053
H 0.1142 0.1990 -1.2660
C 1.7640 0.5985 -1.0120
C 0.3530 -1.3468 1.1867
C -0.4689 1.9005 0.1862
O 1.3081 -1.5040 0.5277
C -0.2516 -0.3169 0.5582
N -1.0720 0.9488 -0.2296
H -0.0960 -0.5456 -0.2670
H -0.9851 0.1834 0.1277
H -0.6823 -0.1612 -0.2664
H -0.7957 0.1742 -0.6830
H 0.1927 0.1267 -0.4607
H 0.2377 -0.1684 0.3260
H 0.3045 -0.0712 0.3804
H -0.0544 -0.3558 0.0928
H -0.2901 0.9022 -1.1207
H 0.7516 -0.3050 0.5643
H -0.2148 -0.0951 -0.3853
C 0.3842 -0.3809 -0.6218
C 0.1306 -0.8834 -0.8126
C 0.6835 -0.2091 -0.3188
O -0.3298 -0.0130 0.5624
C -1.1664 -1.0554 -0.1281
N -0.0925 2.7613 0.5659
H -0.2437 0.7124 0.4316
H -0.0485 0.3540 0.6193
H -0.2809 0.2036 -0.6004
H 0.2133 -0.2026 0.5191
H -0.2723 -0.0206 -0.0816
H 0.1792 0.0605 -0.0457
H -0.1199 0.2298 -0.0249
H 1.0061 -0.2182 0.4825
H 0.2891 0.4347 0.2242
H -0.1386 -0.3383 -0.1488
H -0.0687 -1.5435 -0.6965
C 0.4064 -0.1633 -2.0097
C 0.3869 -0.4850 2.5006
C -0.7942 -0.1171 0.1288
O 0.0230 0.4890 0.1683
C -0.2656 -0.2670 -0.8023
N 0.2533 -0.4628 0.1295
H -0.0964 0.5841 -0.5361
H -0.4314 -0.0991 -0.1911
H -0.4352 0.1002 0.3594
H 0.6467 0.1178 0.1929
H 0.2424 0.1927 0.5473
H 0.0153 0.0968 -0.2227
H -0.1706 -0.2622 0.5327
H 0.1827 0.2156 -0.0220
H -0.1273 0.2338 -0.0062
H 0.6625 -0.3889 -0.1090
H -0.1420 0.1582 -0.8031
C 0.0473 0.9074 -0.3270
C 1.6681 -1.0932 0.1603
O -0.3775 -0.4041 0.2704
O -0.6296 -0.0777 -0.0826
H 0.0551 -0.0140 0.6084
H -0.0320 -0.1262 0.0644
H -0.0003 -0.0254 -0.7184
H -0.7573 0.7988 -0.1827
H -0.3568 0.0801 -0.0466
H 0.2919 -0.0259 0.1881
C 0.6592 -1.7609 2.0021
C -0.0951 1.4557 -0.9744
O -0.0336 0.6787 0.7821
O -0.3684 0.6725 -1.9275
H 0.5099 -0.3136 -0.3235
H -0.5244 0.6861 -0.1329
H 0.4048 0.0214 -0.4587
H -0.2136 -0.1051 -0.0061
H -0.1869 -1.0816 -0.1483
H -0.0217 0.0286 1.0580
C 1.1502 -0.6061 0.0284
C -1.2227 -0.0179 1.4346
O -0.4381 -0.7926 -1.0552
O 0.3319 0.4831 -0.3477
H 0.0920 0.6704 -0.1663
H -0.1027 -0.2895 -0.1562
H 0.1771 0.5251 0.5607
H 0.4716 0.5414 -0.8194
H 0.0070 -0.1826 0.1272
H -0.5557 -0.2735 0.3096
C 0.2720 -0.4008 -0.2229
O 0.4761 1.0905 0.1661
C -0.3434 0.5358 0.2454
C -0.1100 -1.6156 -0.4328
N 0.4513 0.9212 0.9709
C -0.1312 0.2891 -0.1287
C -2.0046 -0.8390 1.2771
O 0.8757 0.3807 0.5172
C 0.8193 0.3111 -0.0211
H -0.4334 0.3339 -0.0515
H 0.0281 -0.0411 -0.1801
H 0.0278 -0.3170 0.1650
H -0.1773 -0.0488 0.7133
H -0.5730 0.0782 -0.5719
H -0.1130 0.2524 -0.6442
H -0.0640 -0.4922 0.2574
H 0.5405 0.0486 0.2267
H 0.8266 -0.3984 0.1168
H 0.4602 0.0986 -0.0185
H -0.0519 -0.1437 -0.6241
H 0.5044 0.2121 -0.9789
H -0.3248 -0.2890 0.1635
H -0.4553 -0.0282 -0.6471
H -0.5260 0.0843 -0.1801
C 0.0180 -0.3904 1.2072
O 0.2767 0.1640 1.0942
C -1.0884 0.5434 -0.8255
C -1.1149 0.6913 1.6550
N 0.6215 -0.7694 -1.4915
C -0.2524 1.3860 1.2329
C -1.1498 -0.5528 -0.2119
O 0.1271 0.4850 -0.0057
C 0.5743 0.4354 0.1631
H -0.6265 -0.3382 0.2096
H 0.6604 0.1242 -0.7855
H 0.1107 0.3138 -0.2118
H 0.4767 0.3538 -0.3442
H 0.4971 -0.6420 -0.4113
H 0.2948 -0.3697 -0.3280
H 0.1878 -0.0184 -0.1880
H 0.2113 0.0118 -0.5131
H 0.5669 -1.0115 0.1127
H -0.0510 0.2404 -0.6537
H 0.3749 0.4205 -0.3811
H 0.0400 -0.5171 0.3173
H -0.5842 -0.1132 -0.2951
H -0.1360 -0.8257 0.1304
H -0.1011 0.3943 0.4539
C -0.1836 0.7268 0.5684
O 1.2285 1.1408 1.2236
C -1.3063 -3.1377 -2.6962
C -0.1984 0.8911 1.2757
N -0.0806 -0.9635 -0.4059
C 1.1570 0.6319 0.6628
C -4.3553 -1.5879 -0.1597
O 0.3899 0.2614 -0.8778
C 0.4917 -0.5214 0.9739
H 0.0303 0.7624 0.0382
H 0.2014 -0.0014 -0.3633
H -0.1959 0.1938 -0.2071
H 0.5591 -0.2486 0.2699
H 0.2827 0.3810 0.6767
H 0.1410 0.3683 -0.1213
H -0.3037 -0.5609 -0.0057
H 0.3581 0.7698 -0.2125
H -0.1845 0.2301 -0.3342
H 0.3001 -0.0235 0.0421
H 1.6503 -0.5577 0.1311
H 0.6067 0.7287 1.1365
H 0.0763 -0.1133 -0.9885
H 0.2195 0.5462 -0.0439
H 0.0053 0.3776 -0.1376
C -0.6513 0.0686 -0.2416
O -1.3237 -0.7353 1.9482
C 2.6955 -0.6005 -1.4708
C -0.5864 0.0615 0.0794
N -0.9069 -0.0700 0.8811
C 0.4843 -0.8214 -1.5277
C 0.2593 1.1480 -0.1857
O 0.9127 0.4476 0.4609
C -1.3689 0.2757 0.2502
H 0.8494 0.5441 -0.4901
H -0.0348 -0.2571 0.7389
H -0.1899 -0.1446 -0.1655
H -0.3039 1.0789 -0.2039
H -0.2012 -0.2896 -0.1980
H -0.5232 0.3611 -0.1753
H 0.2391 0.0320 0.3917
H 0.8242 0.5450 -0.5924
H -0.2495 -0.2744 0.3999
H 0.2505 0.1019 0.1942
H 0.3875 -0.0357 0.7171
H -1.3746 -0.9451 -0.8230
H -0.0529 -0.0438 0.4372
H 0.0032 -0.2099 -0.4798
H 0.8365 -0.2961 0.0779

Properties
net charge: +1
largest force on an atom: 4.6 eV Å⁻¹
2S+1: 2
DFT total energy: -123586.2788 eV
E_HOMO (spin up / spin down): -0.3633 / -0.3633 hartree
frontier orbital gap (spin up / spin down): 7.264 / 7.762 eV